{"formula": "C42H100N5O10S", "method": "ωB97M-V/def2-TZVPD", "elements": ["C", "C", "C", "C", "C", "C", "C", "C", "N", "C", "N", "C", "C", "C", "C", "O", "C", "N", "N", "C", "C", "C", "O", "C", "O", "C", "S", "C", "N", "C", "H", "H", "H", "H", "H", "H", "H", "H", "H", "H", "H", "H", "H", "H", "H", "H", "H", "H", "H", "H", "H", "H", "H", "H", "H", "H", "H", "H", "H", "H", "H", "H", "H", "H", "H", "H", "H", "H", "H", "H", "H", "H", "H", "H", "C", "C", "C", "O", "H", "H", "H", "H", "H", "H", "H", "H", "C", "C", "C", "O", "H", "H", "H", "H", "H", "H", "H", "H", "C", "C", "C", "O", "H", "H", "H", "H", "H", "H", "H", "H", "C", "C", "C", "O", "H", "H", "H", "H", "H", "H", "H", "H", "C", "C", "C", "O", "H", "H", "H", "H", "H", "H", "H", "H", "C", "C", "C", "O", "H", "H", "H", "H", "H", "H", "H", "H", "C", "C", "C", "O", "H", "H", "H", "H", "H", "H", "H", "H"], "coordinates": [[-0.210, 5.786, 1.448], [0.005, 4.610, 2.402], [-0.751, 3.354, 2.006], [-0.172, 2.560, 0.824], [1.335, 2.551, 0.742], [1.923, 1.774, -0.456], [1.012, 0.723, -1.062], [0.767, -0.510, -0.171], [1.147, -1.785, -0.809], [0.302, -2.820, -0.832], [-0.895, -2.849, -1.327], [-1.567, -1.701, -1.940], [-2.809, -2.133, -2.735], [-2.844, -1.610, -4.155], [-2.719, -0.085, -4.235], [-2.134, 0.348, -5.441], [-0.739, 0.098, -5.419], [0.889, -3.909, -0.232], [0.244, -5.142, -0.505], [2.316, -3.812, -0.559], [3.118, -4.536, 0.549], [2.458, -4.564, 1.911], [2.180, -3.229, 2.384], [0.900, -3.178, 2.903], [0.536, -3.832, 3.891], [2.527, -2.276, -0.787], [3.631, -1.371, 0.354], [3.150, -2.080, -2.182], [2.367, -2.683, -3.253], [1.996, -1.743, -4.326], [-0.195, 6.696, 2.034], [-1.187, 5.723, 0.988], [0.567, 5.871, 0.697], [1.057, 4.416, 2.571], [-0.394, 4.924, 3.360], [-0.892, 2.691, 2.853], [-1.750, 3.663, 1.709], [-0.596, 2.945, -0.101], [-0.549, 1.542, 0.912], [1.782, 2.194, 1.664], [1.672, 3.576, 0.650], [2.134, 2.491, -1.243], [2.877, 1.338, -0.186], [1.471, 0.382, -1.985], [0.057, 1.136, -1.357], [1.219, -0.421, 0.811], [-0.300, -0.567, -0.007], [-1.398, -3.720, -1.286], [-1.919, -1.066, -1.136], [-0.867, -1.108, -2.517], [-3.684, -1.736, -2.235], [-2.901, -3.215, -2.702], [-3.823, -1.854, -4.546], [-2.128, -2.098, -4.806], [-2.185, 0.324, -3.375], [-3.719, 0.329, -4.216], [-0.306, 0.373, -4.459], [-0.573, -0.944, -5.673], [-0.227, 0.681, -6.172], [-0.251, -5.464, 0.312], [0.894, -5.841, -0.824], [2.569, -4.340, -1.472], [3.236, -5.578, 0.265], [4.122, -4.149, 0.653], [3.166, -5.018, 2.598], [1.586, -5.202, 1.933], [0.240, -2.494, 2.352], [4.627, -2.252, 0.454], [3.351, -1.031, -2.347], [4.129, -2.556, -2.147], [2.901, -3.429, -3.673], [2.096, -0.709, -4.024], [0.948, -1.896, -4.561], [2.550, -1.885, -5.246], [5.385, -3.556, 5.188], [4.388, -3.059, 6.225], [3.549, -4.200, 6.779], [3.544, -2.062, 5.652], [4.857, -4.009, 4.342], [5.977, -2.727, 4.798], [6.062, -4.300, 5.610], [4.923, -2.570, 7.039], [2.970, -4.671, 5.978], [2.839, -3.828, 7.517], [4.173, -4.961, 7.248], [3.063, -2.475, 4.927], [0.387, -5.216, -4.240], [1.463, -6.255, -4.520], [0.908, -7.669, -4.497], [2.527, -6.134, -3.565], [-0.048, -5.360, -3.246], [0.816, -4.215, -4.264], [-0.414, -5.274, -4.979], [1.912, -6.056, -5.494], [0.494, -7.901, -3.510], [1.696, -8.394, -4.699], [0.119, -7.796, -5.238], [2.151, -6.328, -2.704], [-7.100, -0.224, -5.515], [-7.157, -1.204, -4.354], [-8.425, -1.031, -3.535], [-6.003, -1.041, -3.518], [-7.103, 0.806, -5.145], [-6.184, -0.361, -6.090], [-7.952, -0.352, -6.182], [-7.106, -2.225, -4.736], [-8.468, -0.026, -3.107], [-8.447, -1.740, -2.707], [-9.314, -1.182, -4.146], [-6.027, -0.145, -3.166], [-3.708, 7.909, 3.650], [-3.253, 6.672, 4.410], [-3.865, 6.618, 5.802], [-1.828, 6.648, 4.498], [-3.393, 8.815, 4.173], [-3.260, 7.933, 2.657], [-4.793, 7.932, 3.544], [-3.534, 5.777, 3.853], [-3.555, 7.487, 6.388], [-3.528, 5.728, 6.334], [-4.955, 6.605, 5.756], [-1.550, 7.431, 4.985], [2.407, 9.930, 6.656], [1.161, 9.222, 6.148], [1.346, 7.712, 6.119], [0.817, 9.696, 4.846], [3.256, 9.726, 5.998], [2.255, 11.009, 6.668], [2.667, 9.603, 7.664], [0.315, 9.472, 6.789], [2.162, 7.434, 5.446], [0.448, 7.217, 5.751], [1.572, 7.318, 7.111], [1.547, 9.489, 4.255], [0.652, 1.844, 6.131], [-0.777, 1.396, 5.865], [-1.349, 0.622, 7.042], [-0.829, 0.599, 4.678], [1.301, 0.977, 6.287], [1.044, 2.397, 5.276], [0.710, 2.481, 7.013], [-1.400, 2.269, 5.665], [-0.761, -0.282, 7.226], [-2.372, 0.309, 6.834], [-1.348, 1.224, 7.951], [-0.287, -0.182, 4.826], [2.210, -3.211, -8.744], [1.046, -2.334, -8.307], [0.169, -1.943, -9.486], [1.533, -1.162, -7.646], [2.847, -2.675, -9.452], [2.830, -3.481, -7.888], [1.859, -4.125, -9.223], [0.446, -2.867, -7.567], [0.745, -1.368, -10.216], [-0.659, -1.315, -9.156], [-0.239, -2.822, -9.985], [2.065, -0.673, -8.282]], "forces_ev_per_a": [[0.40, -0.09, 0.45], [-0.53, 0.20, 0.23], [0.12, -0.14, -0.41], [-0.32, 0.04, 0.26], [0.38, -0.11, -0.25], [-0.49, 0.55, 0.03], [0.55, -0.59, 0.12], [-0.66, 0.47, -0.92], [0.15, 0.96, 0.52], [0.72, -0.38, 0.44], [-0.45, 0.56, -0.09], [-0.66, -0.04, 0.41], [0.39, 0.26, 0.09], [-0.32, 0.00, -0.11], [-0.41, -0.31, -0.36], [0.39, 0.39, 0.31], [-0.34, -0.02, -0.51], [-0.43, -0.55, -1.43], [-0.38, 0.33, -0.16], [1.03, -0.24, 1.85], [-0.51, 0.23, -0.05], [1.19, -0.03, 0.40], [-1.75, -0.42, -0.04], [-0.18, -1.65, 2.90], [1.05, 1.90, -3.21], [0.45, -0.79, -0.66], [-0.41, 0.56, 0.50], [0.25, -0.75, -0.36], [0.31, 0.75, 0.11], [-0.63, -0.45, 0.09], [0.03, 0.34, 0.00], [-0.21, 0.01, -0.29], [0.00, -0.07, -0.36], [0.28, -0.06, -0.02], [-0.06, 0.02, 0.28], [0.22, -0.15, 0.27], [-0.32, 0.03, 0.08], [0.07, 0.16, -0.26], [-0.09, -0.23, -0.01], [-0.10, -0.21, 0.32], [0.15, 0.25, 0.03], [0.09, 0.14, -0.21], [0.21, -0.16, 0.04], [0.10, -0.17, -0.23], [-0.22, 0.26, 0.00], [0.32, -0.10, 0.12], [-0.21, -0.16, 0.30], [0.10, -0.25, 0.07], [0.07, 0.27, 0.19], [0.37, -0.19, -0.24], [-0.27, -0.04, 0.21], [-0.06, -0.24, -0.17], [-0.19, -0.17, -0.22], [0.40, -0.05, 0.04], [0.25, 0.16, 0.11], [-0.20, 0.19, 0.03], [0.08, -0.15, 0.29], [0.37, -0.22, 0.21], [-0.18, 0.24, -0.31], [0.20, -0.14, 0.30], [0.17, -0.09, -0.01], [-0.45, 0.12, -0.55], [0.09, -0.23, -0.11], [0.25, 0.15, -0.17], [0.08, -0.13, 0.21], [-0.44, 0.10, -0.03], [0.12, 0.14, 0.19], [-0.09, -0.19, -0.24], [-0.14, 0.34, -0.01], [0.27, -0.02, 0.17], [-0.02, -0.25, 0.10], [0.14, 0.19, 0.18], [-0.19, 0.04, -0.19], [0.23, -0.01, -0.12], [0.12, 0.14, -0.01], [-0.16, -0.37, -0.26], [-0.05, 0.05, 0.10], [0.05, 0.20, 0.10], [-0.04, -0.07, 0.05], [0.02, 0.01, 0.04], [-0.01, -0.02, -0.02], [-0.03, 0.11, -0.01], [0.05, -0.02, -0.04], [0.03, 0.01, 0.02], [0.00, -0.01, -0.01], [-0.03, -0.05, -0.04], [0.06, 0.11, -0.16], [-0.41, -0.14, 0.22], [0.14, -0.06, -0.04], [0.19, 0.28, -0.20], [-0.02, -0.10, -0.03], [-0.08, -0.02, -0.01], [-0.01, -0.03, 0.02], [0.15, 0.02, 0.04], [-0.08, 0.05, -0.01], [0.00, 0.02, -0.04], [-0.02, 0.00, 0.02], [-0.03, -0.17, 0.06], [0.16, -0.06, -0.06], [-0.21, 0.41, 0.01], [0.04, -0.13, 0.12], [0.15, -0.22, -0.01], [-0.09, 0.00, 0.03], [-0.02, -0.04, -0.01], [-0.02, 0.02, 0.00], [0.12, -0.04, 0.06], [-0.02, 0.04, -0.08], [-0.01, -0.03, -0.03], [-0.01, 0.02, -0.01], [-0.08, 0.06, 0.02], [0.04, -0.04, -0.15], [-0.06, 0.41, 0.22], [0.04, -0.16, 0.04], [0.00, -0.25, -0.08], [-0.04, -0.01, 0.06], [-0.01, -0.03, -0.01], [0.00, 0.01, 0.02], [0.11, -0.05, -0.02], [-0.04, 0.06, -0.05], [-0.02, -0.02, -0.03], [0.00, 0.02, 0.01], [0.01, 0.11, -0.05], [-0.06, 0.14, 0.02], [0.41, -0.16, -0.15], [-0.13, -0.10, 0.03], [-0.29, 0.05, 0.14], [0.01, -0.09, 0.02], [-0.03, 0.00, 0.03], [0.01, -0.01, -0.01], [-0.07, 0.06, -0.07], [0.07, 0.07, 0.04], [-0.01, -0.03, 0.03], [0.03, 0.01, 0.00], [0.05, -0.01, -0.05], [0.03, 0.07, -0.14], [0.30, -0.22, 0.27], [-0.15, -0.03, -0.07], [-0.17, 0.14, -0.26], [-0.03, -0.03, 0.08], [-0.04, 0.04, 0.01], [0.00, -0.01, 0.01], [-0.04, -0.03, -0.13], [0.08, 0.05, 0.03], [-0.01, 0.04, 0.00], [0.02, 0.00, 0.01], [0.05, -0.04, 0.13], [0.04, -0.05, 0.18], [0.18, 0.09, -0.41], [-0.14, 0.07, 0.10], [-0.09, -0.12, 0.24], [-0.06, 0.00, -0.07], [-0.03, -0.02, 0.01], [0.00, 0.01, -0.02], [0.01, 0.08, 0.10], [0.05, -0.07, -0.03], [-0.01, -0.03, 0.02], [0.02, 0.00, -0.02], [0.03, 0.06, -0.03]], "mulliken_charge": [-1.512, -0.136, -0.845, 0.141, -0.359, -1.574, 0.063, -2.288, 1.487, -1.471, 0.335, 0.140, -1.013, -0.635, -0.507, -0.501, -0.116, 0.614, -0.884, -0.137, -1.399, -0.830, 0.079, 0.100, -0.534, 0.940, -0.194, -2.249, 0.463, -0.989, 0.336, 0.330, 0.369, 0.478, 0.227, -0.036, 0.440, 0.256, -0.124, 0.306, 0.480, 0.529, 0.125, -0.222, 0.571, 1.438, 0.519, 0.516, 0.194, 0.185, 0.303, 0.379, 0.354, 0.337, 0.330, 0.300, 0.009, -0.053, 0.359, 0.217, 0.206, 0.701, 0.405, 0.491, 0.693, 0.381, 0.306, 0.251, 0.618, 0.333, 0.313, 0.440, -0.144, 0.341, -0.863, 0.312, -1.193, -0.522, -0.021, 0.291, 0.407, 0.327, 0.245, 0.307, 0.402, 0.271, -0.517, 0.214, -1.485, -0.538, 0.181, -0.272, 0.581, 0.345, 0.328, 0.352, 0.416, 0.321, -1.246, 0.379, -1.383, -0.422, 0.328, 0.287, 0.422, 0.257, 0.362, 0.321, 0.402, 0.321, -1.376, 0.554, -1.398, -0.355, 0.343, 0.306, 0.411, 0.289, 0.346, 0.306, 0.415, 0.135, -1.421, 0.493, -0.856, -0.552, 0.356, 0.334, 0.373, 0.299, 0.336, -0.035, 0.379, 0.346, -1.154, 0.617, -1.451, -0.473, 0.267, 0.219, 0.400, 0.254, 0.327, 0.358, 0.392, 0.274, -1.417, 0.779, -1.417, -0.456, 0.379, 0.318, 0.386, 0.094, 0.350, 0.331, 0.396, 0.305], "e_lumo_ev": -2.11, "homo_ev": -11.413, "e_tot_ha": -3084.3307, "total_charge": 1, "orbital_gap_ev": 9.3}